Entry 1:
The following is a quantum chemistry calculation of 3 unconnected molecules or ions with the total composition C19H38N6O6S in a non-equilibrium geometry, from the Open Molecules 2025 dataset.

```
70
Properties=species:S:1:pos:R:3
S -0.343 1.031 -5.689
O -3.698 -1.279 -3.050
O -5.672 -1.527 -2.003
O 1.841 2.033 -3.361
O 0.849 4.042 -3.336
O 3.270 0.026 3.800
O 0.843 0.792 0.228
N -0.133 -1.915 0.562
N -1.229 2.980 -1.029
N -1.119 1.452 -4.224
N 5.254 -2.072 4.050
N -2.693 -0.269 -0.467
N -2.536 1.635 -2.618
C -4.043 1.265 0.784
C 2.446 0.233 4.931
C 4.638 0.342 3.970
C -3.289 0.356 -4.749
C -3.420 0.763 -0.489
C -2.365 1.114 -3.854
C 0.928 -1.612 -0.406
C 2.081 1.070 0.869
C -3.928 -3.091 -1.509
C 2.260 -2.091 0.165
C 5.472 -0.752 4.646
C -3.709 1.552 -1.766
C -4.318 -0.550 -4.102
C -0.499 2.216 -3.270
C 0.932 -0.140 -0.837
C 0.897 2.832 -3.338
C -4.549 -1.918 -2.192
C 5.259 -0.849 6.154
C -1.385 2.322 -2.238
H 2.778 1.099 5.511
H -3.998 -2.910 -0.438
H 1.436 0.421 4.566
H 2.280 0.365 1.676
H -3.272 1.413 1.535
H 6.062 -1.429 6.607
H -4.566 2.207 0.632
H 0.730 -2.196 -1.311
H -4.554 1.134 -2.299
H -3.801 1.044 -5.424
H -2.322 -0.466 -1.398
H 2.407 -1.743 1.188
H 0.773 0.589 -5.087
H 2.414 -0.647 5.577
H -2.008 2.872 -0.397
H 3.098 -1.743 -0.441
H -5.186 0.007 -3.761
H 2.010 2.067 1.306
H 6.520 -0.485 4.480
H -0.046 -1.253 1.328
H 2.286 -3.180 0.187
H -2.634 -0.248 -5.377
H 4.323 -1.351 6.397
H 4.254 -2.254 4.047
H 4.742 1.302 4.494
H 0.037 0.039 -1.444
H 5.511 -2.049 3.068
H 5.251 0.138 6.619
H -3.995 2.565 -1.483
H -0.383 2.665 -0.562
H -2.888 -3.236 -1.777
H -4.528 -3.969 -1.729
H 1.789 0.096 -1.477
H -4.682 -1.251 -4.853
H -4.771 0.542 1.145
H -1.039 -1.698 0.158
H 5.026 0.485 2.957
H 2.906 1.063 0.151
```

E_LUMO in eV: 0.073
Total energy in eV: -52378.2811
Relative energy (zero: lowest compared OMol25 entry of this formula, charge and spin) in kJ/mol: 0.0

Entry 2:
The following is a quantum chemistry calculation of 5 unconnected molecules or ions with the total composition C19H39N6O8 in a non-equilibrium geometry, from the Open Molecules 2025 dataset.

```
72
Properties=species:S:1:pos:R:3
O 7.097 -3.247 2.961
O -5.512 1.014 -2.313
O 6.854 -2.543 0.888
O -0.701 -1.966 -5.344
O -4.210 1.872 -3.870
O 3.246 4.232 -1.100
O 3.355 3.278 -3.083
O -2.074 -0.525 -6.288
N 3.860 3.806 -2.085
N -5.547 -2.670 -0.209
N -5.314 1.589 -3.390
N 7.264 -3.340 1.740
N -1.598 -1.116 -5.311
N -5.701 -3.570 0.791
C -5.563 -3.100 2.188
C 0.419 2.068 2.111
C 8.027 -4.517 1.244
C -6.511 1.980 -4.183
C -4.854 1.167 1.381
C 4.294 -0.419 1.162
C -5.117 -0.448 1.238
C 5.342 3.937 -2.073
C 3.847 -1.932 1.666
C -3.521 1.577 2.243
C -0.918 1.128 2.238
C 1.295 1.796 0.738
C -2.185 1.649 1.286
C -5.258 -1.526 2.463
C -5.286 -1.193 -0.250
C 1.712 0.228 0.497
C -2.154 -0.777 -3.973
C 3.277 0.157 -0.034
C 3.147 -1.947 3.164
H -5.784 1.622 1.968
H -5.648 -3.093 -1.185
H 1.539 -0.372 1.509
H 3.356 -0.505 -1.024
H -5.699 -3.896 3.067
H 0.789 2.190 -0.243
H 5.398 -0.510 0.719
H -2.931 -0.020 -4.095
H 7.370 -5.079 0.577
H 3.712 1.217 -0.345
H 3.108 -2.365 0.842
H 2.148 -2.580 3.096
H 8.905 -4.142 0.715
H -1.299 1.219 3.365
H -2.285 1.006 0.286
H 8.324 -5.130 2.098
H 4.299 0.371 2.033
H 0.969 -0.283 -0.285
H -4.857 1.640 0.306
H 5.626 4.550 -2.931
H -3.425 0.773 3.116
H -2.570 -1.693 -3.548
H -1.333 -0.393 -3.364
H 2.800 -0.855 3.487
H -3.694 2.652 2.707
H 5.763 2.932 -2.145
H -7.409 1.671 -3.644
H -0.728 -0.014 2.048
H -5.136 -1.168 3.584
H 1.095 1.860 3.071
H 0.127 3.223 2.084
H 5.646 4.416 -1.140
H -2.006 2.764 0.905
H -5.207 -0.585 -1.270
H -6.487 3.065 -4.303
H 2.307 2.397 0.873
H 3.830 -2.403 4.002
H 4.826 -2.594 1.723
H -6.447 1.472 -5.148
```

Charge: +1
E_LUMO in eV: -4.978
Total energy in eV: -45627.2734

Entry 3:
The following is a quantum chemistry calculation of a molecular structure, C19H39N6OsSSi, from the Open Molecules 2025 dataset.

```
67
Properties=species:S:1:pos:R:3
Os 0.510 1.264 0.001
S 0.345 -5.042 0.230
Si -4.515 0.665 0.028
N 2.710 1.061 -0.145
N 0.694 1.299 -2.115
N 0.884 -7.692 -0.119
N 0.465 3.570 0.081
N -1.004 -7.299 0.889
N 0.659 1.537 2.105
C -5.167 2.221 0.801
C 3.559 1.830 0.813
C -4.851 -0.854 1.045
C 0.976 3.865 -2.404
C 0.200 2.585 -2.706
C 3.215 1.669 2.306
C -1.386 0.967 0.012
C -2.623 0.848 0.020
C 0.314 -8.878 0.153
C 3.106 1.375 -1.553
C 0.314 2.949 2.466
C 1.257 4.282 -0.946
C 2.061 0.865 -2.525
C 1.911 0.991 2.707
C 0.081 -6.669 0.330
C 0.854 3.952 1.460
C 2.166 -7.499 -0.804
C -0.889 -8.631 0.796
C -4.995 0.472 -1.756
H 1.992 -7.014 -1.761
H 2.060 -0.226 -2.535
H -0.092 0.961 2.481
H 3.209 2.456 -1.626
H 1.829 1.049 3.794
H 2.891 0.069 0.006
H 3.469 2.873 0.518
H -5.929 -1.025 1.094
H -4.520 -0.397 -2.213
H -4.394 -1.740 0.603
H 0.681 3.183 3.467
H 3.275 2.654 2.772
H -6.076 0.334 -1.827
H 2.812 -6.883 -0.186
H 0.047 0.593 -2.459
H 2.303 4.103 -0.700
H 0.769 -9.819 -0.110
H -1.771 -6.793 1.310
H -0.833 2.673 -2.367
H 0.388 4.648 -2.886
H 3.997 1.083 2.790
H -4.488 -0.744 2.067
H 0.175 2.470 -3.792
H -0.775 3.004 2.490
H 1.925 3.863 -2.943
H 0.490 4.950 1.714
H 2.617 -8.474 -0.958
H 4.082 0.943 -1.783
H -4.740 1.357 -2.341
H 1.942 3.996 1.495
H 2.287 1.206 -3.537
H -1.626 -9.321 1.172
H -0.523 3.782 -0.048
H 4.603 1.558 0.646
H -6.258 2.178 0.839
H -4.810 2.349 1.824
H 1.109 5.360 -0.846
H -4.896 3.106 0.223
H 1.927 -0.067 2.441
```

Charge: +3
Multiplicity: 5
E_LUMO (spin up / spin down) in eV: -6.873 / -10.318
Expectation value of S²: 6.080
Total energy in eV: -50431.2444
Relative energy (zero: lowest compared OMol25 entry of this formula, charge and spin) in kJ/mol: 0.0

Entry 4:
The following is a quantum chemistry calculation of a molecular structure, C19H40Cl18O4 in a non-equilibrium geometry, from the Open Molecules 2025 dataset.

```
81
Properties=species:S:1:pos:R:3
Cl -1.697 1.209 -1.857
Cl 1.475 -1.293 -2.591
Cl -4.479 2.070 -2.052
Cl 1.117 -2.884 -0.308
Cl -0.480 3.101 -0.883
Cl 2.541 1.870 0.019
Cl 2.208 3.605 2.902
Cl 3.662 -2.664 -0.134
Cl -1.636 -3.393 0.511
Cl 3.489 0.788 -2.498
Cl -3.446 -1.310 2.451
Cl -0.438 -2.417 -4.442
Cl -2.663 0.602 0.293
Cl 0.055 -3.780 2.744
Cl -0.165 1.999 2.919
Cl -3.052 3.628 0.244
Cl 2.275 -0.524 1.572
Cl 1.272 -1.494 3.933
O 0.566 1.022 0.900
O -1.214 -2.349 4.553
O -1.261 0.335 5.701
O -0.232 0.762 -4.223
C 1.169 2.665 1.905
C -3.264 -1.003 0.664
C 0.119 -0.783 -0.498
C 0.509 0.951 -3.028
C 3.071 -0.982 0.006
C -0.102 0.138 1.754
C 0.501 2.863 -4.544
C -0.429 -1.082 0.914
C -0.701 1.910 -4.781
C -0.599 -0.044 4.545
C 0.329 0.740 -0.478
C 3.910 1.688 -1.024
C 0.296 -2.589 -2.833
C 1.512 -2.797 2.762
C -1.437 2.930 0.549
C -1.433 -1.144 3.885
C -0.068 -4.145 0.035
C 1.003 2.414 -3.125
C -3.368 0.713 -2.227
H 2.079 2.580 -3.185
H -1.360 -0.387 6.326
H -1.580 1.869 0.758
H 0.764 3.325 1.137
H 4.672 1.136 -0.473
H -0.997 1.878 -5.829
H -4.193 -1.142 0.111
H -0.140 -4.871 -0.775
H 3.933 -0.334 -0.153
H -0.604 1.247 -0.724
H -1.270 -1.238 2.812
H 0.627 3.054 -2.327
H 1.106 1.198 -1.090
H -0.935 0.734 2.129
H -1.492 -1.318 0.948
H -0.215 0.906 -2.215
H 1.648 -2.368 1.770
H -3.408 0.389 -3.267
H -1.617 2.218 -4.277
H 0.326 -4.770 0.836
H 1.093 -1.263 -0.594
H -0.436 -1.209 -1.334
H 2.437 -3.323 3.000
H 0.461 -0.182 2.631
H -0.868 3.446 1.322
H -1.567 -3.061 4.014
H -2.491 -0.881 3.870
H -0.606 0.839 3.906
H 1.263 2.666 -5.297
H -3.614 -0.119 -1.567
H -0.045 -2.033 1.283
H 2.322 -0.855 -0.776
H 0.123 3.884 -4.601
H -2.561 -1.743 0.282
H 4.292 2.677 -1.276
H 1.276 0.184 -2.919
H -0.450 -2.502 -2.044
H 1.857 1.915 1.516
H 0.442 -0.323 4.709
H 0.814 -3.548 -2.872
```

E_LUMO in eV: 0.019
Total energy in eV: -253908.1026